Record 1
Formula: C3H6N2OS
Source: OMol25
Level of theory: the ωB97M-V functional and the def2-TZVPD basis

Geometry (Å):
C: 1.5034 -0.0714 -1.2792
C: 1.2450 1.1431 -0.7492
C: -2.1797 -0.3688 0.7961
N: 1.2298 -1.0770 -0.4228
N: 0.6966 -0.7346 0.7819
O: -1.7883 0.9278 0.7626
S: 0.6456 0.9153 0.8776
H: 1.8986 -0.2869 -2.2556
H: 1.3171 2.1175 -1.1798
H: -2.0912 -0.9146 1.7231
H: -1.9740 -0.9108 -0.1103
H: 1.3998 -2.0567 -0.5817
H: -1.9028 1.3172 1.6374

Results
E_HOMO (spin up / spin down) in eV: -5.80 / -6.99
LUMO level (spin up / spin down) in Ha: 0.029 / 0.028

=====

Record 2
Formula: C33H50BBrN7O5PY
Source: OMol25
Level of theory: the ωB97M-V functional and the def2-TZVPD basis

Geometry (Å):
Y: 0.6410 -0.1325 0.4978
C: 1.0993 2.4062 3.1150
C: -0.0221 1.8686 4.0026
C: 0.1512 2.3665 5.4365
C: -0.0766 0.3656 3.9684
C: -0.4764 -0.5349 4.9682
C: -0.2618 -1.7844 4.4292
N: 0.2170 -1.6381 3.1833
N: 0.3311 -0.3155 2.9010
B: 0.9098 -2.7025 2.2979
N: 0.2177 -2.8822 0.8988
C: -0.7529 -3.7683 0.6400
C: -0.8354 -3.9588 -0.7193
C: 0.1457 -3.1210 -1.2628
N: 0.7723 -2.4511 -0.2846
C: 0.6790 -3.1322 -2.6650
C: -0.4092 -3.0709 -3.7314
C: 1.5277 -4.3975 -2.8449
N: 2.3646 -2.2461 2.0551
C: 3.4824 -2.8339 2.4989
C: 4.5422 -1.9769 2.2971
C: 3.9745 -0.8348 1.7204
N: 2.6618 -1.0149 1.5608
C: 4.6382 0.4672 1.3723
C: 3.8798 1.2156 0.2873
C: 6.0944 0.2558 0.9630
H: 1.1670 3.4913 3.2004
H: 0.9145 2.2040 2.0555
H: 2.0641 1.9798 3.3991
H: -0.9736 2.2488 3.6175
H: 1.0824 1.9953 5.8687
H: -0.6701 2.0437 6.0759
H: 0.1769 3.4561 5.4589
H: -0.8463 -0.3101 5.9524
H: -0.3958 -2.7684 4.8473
H: 0.8951 -3.7423 2.8858
H: -1.2869 -4.2436 1.4473
H: -1.4879 -4.6344 -1.2450
H: 1.3440 -2.2750 -2.7669
H: -1.0791 -3.9295 -3.6478
H: 0.0391 -3.1052 -4.7256
H: -0.9970 -2.1615 -3.6579
H: 0.9028 -5.2901 -2.7840
H: 2.2987 -4.4709 -2.0775
H: 2.0118 -4.3911 -3.8223
H: 3.4404 -3.8210 2.9280
H: 5.5744 -2.1495 2.5427
H: 4.6282 1.0872 2.2758
H: 3.8815 0.6487 -0.6443
H: 4.3266 2.1916 0.0969
H: 2.8398 1.4258 0.5699
H: 6.1590 -0.3810 0.0786
H: 6.6694 -0.2127 1.7603
H: 6.5684 1.2097 0.7314
C: 0.1296 2.1163 -5.7666
C: -0.7331 2.4381 -4.5705
O: 0.0381 2.2167 -3.3669
P: -0.4675 1.4036 -2.0831
O: 1.0727 0.6972 -1.7159
C: 2.0008 0.2678 -2.7612
C: 2.9262 1.3740 -3.2156
O: -1.2229 0.1823 -2.7989
C: -2.5262 -0.2614 -2.3206
C: -3.4801 -0.3072 -3.4855
H: -0.4228 2.3260 -6.6832
H: 0.4071 1.0615 -5.7707
H: 1.0377 2.7187 -5.7728
H: -1.6240 1.8132 -4.5465
H: -1.0436 3.4819 -4.5588
H: 1.4066 -0.1282 -3.5851
H: 2.5676 -0.5562 -2.3239
H: 2.3706 2.2499 -3.5340
H: 3.5102 1.0098 -4.0631
H: 3.6221 1.6679 -2.4327
H: -2.8752 0.4326 -1.5553
H: -2.3795 -1.2360 -1.8562
H: -3.6105 0.6865 -3.9141
H: -4.4559 -0.6579 -3.1471
H: -3.1245 -0.9859 -4.2611
Br: -5.8094 -2.4444 3.2805
C: -5.0543 -0.7938 2.7552
C: -5.7344 0.3864 3.0144
C: -5.1718 1.5976 2.6349
C: -3.9348 1.6273 2.0121
C: -3.2710 0.4340 1.7493
C: -3.8271 -0.7846 2.1173
C: -1.9296 0.4554 1.1169
O: -1.2011 1.4738 1.1046
O: -1.5174 -0.6374 0.5797
H: -6.6940 0.3569 3.5116
H: -5.7039 2.5178 2.8356
H: -3.4712 2.5626 1.7277
H: -3.3001 -1.7040 1.9053
C: -3.6861 5.1985 -1.1556
C: -3.2590 3.9713 -1.8087
N: -2.9215 3.0032 -2.3234
H: -4.7713 5.2116 -1.0739
H: -3.3606 6.0572 -1.7396
H: -3.2475 5.2550 -0.1608

Results
Charge: +1
E_HOMO in eV: -11.21
LUMO level in Ha: -0.069

=====

Record 3
Formula: C58H56GeN4O4P2Pt
Source: OMol25
Level of theory: the ωB97M-V functional and the def2-TZVPD basis

Geometry (Å):
Pt: -0.4691 0.0468 0.0067
C: -2.2951 -0.8110 2.5339
C: -1.6336 0.5624 2.8030
P: 0.2090 0.2859 2.4682
C: 1.0979 1.9043 2.3499
C: 1.2830 2.4837 1.0850
C: 2.1203 3.5738 0.8895
C: 2.8076 4.1023 1.9725
C: 2.6652 3.5256 3.2288
C: 1.8350 2.4301 3.4136
C: 0.5001 -0.3539 4.1685
C: 1.0677 -1.6094 4.3719
C: 1.1887 -2.1350 5.6541
C: 0.7693 -1.3968 6.7467
C: 0.2316 -0.1271 6.5585
C: 0.0864 0.3859 5.2798
P: -1.4876 -1.6913 1.1155
C: -0.3840 -2.9669 1.7916
C: 0.8317 -3.2120 1.1623
C: 1.6541 -4.2406 1.6063
C: 1.2555 -5.0355 2.6714
C: 0.0234 -4.8161 3.2821
C: -0.7971 -3.7915 2.8374
C: -2.7237 -2.7098 0.2666
C: -4.0877 -2.5478 0.4897
C: -5.0094 -3.3356 -0.1931
C: -4.5684 -4.2813 -1.1041
C: -3.2048 -4.4435 -1.3348
C: -2.2850 -3.6613 -0.6557
H: -3.3539 -0.6662 2.3232
H: -2.2143 -1.4652 3.4042
H: -1.8894 0.8880 3.8086
H: -2.0163 1.2955 2.0899
H: 0.7973 2.0295 0.2236
H: 2.2438 3.9810 -0.1073
H: 3.4681 4.9495 1.8361
H: 3.2199 3.9181 4.0714
H: 1.7840 1.9727 4.3927
H: 1.4327 -2.1762 3.5261
H: 1.6201 -3.1187 5.7926
H: 0.8639 -1.8025 7.7459
H: -0.0792 0.4633 7.4107
H: -0.3401 1.3733 5.1549
H: 1.1408 -2.5936 0.3221
H: 2.6023 -4.4195 1.1150
H: 1.8971 -5.8349 3.0197
H: -0.3003 -5.4489 4.0982
H: -1.7617 -3.6474 3.3115
H: -4.4470 -1.8130 1.1982
H: -6.0680 -3.2093 -0.0067
H: -5.2848 -4.8960 -1.6341
H: -2.8579 -5.1809 -2.0476
H: -1.2241 -3.7953 -0.8468
C: -2.7552 5.3009 0.9631
C: -1.3601 4.7221 0.9226
N: -1.4790 3.2758 0.7849
C: -2.3617 2.6650 -0.0487
N: -2.1805 1.4027 -0.3459
C: -3.2189 0.7453 -1.1669
C: -4.5847 1.3584 -0.9639
C: -4.4732 2.8226 -1.2955
N: -3.4165 3.4137 -0.4789
C: -3.4689 4.8677 -0.2998
H: -2.7321 6.3887 1.0237
H: -3.2824 4.9159 1.8389
H: -0.8046 4.9237 1.8361
H: -0.7973 5.1542 0.0884
H: -0.6427 2.7390 0.9793
H: -3.2385 -0.3114 -0.9035
H: -2.9554 0.7982 -2.2200
H: -4.9103 1.2430 0.0750
H: -5.3156 0.8712 -1.6097
H: -5.3947 3.3619 -1.0754
H: -4.2585 2.9545 -2.3616
H: -4.5201 5.1507 -0.2757
H: -3.0215 5.3627 -1.1687
C: 2.4872 -4.2854 -3.3461
C: 1.1701 -4.1289 -3.7493
C: 0.4731 -2.9667 -3.4329
C: 1.0848 -1.9439 -2.7027
C: 2.4141 -2.1216 -2.2976
C: 3.1117 -3.2784 -2.6211
Ge: 0.1113 -0.3050 -2.3832
C: 1.0643 1.3052 -2.8056
C: 0.4568 2.5329 -2.5162
C: 1.0814 3.7263 -2.8546
C: 2.3270 3.7043 -3.4749
C: 2.9395 2.4938 -3.7600
C: 2.3123 1.2960 -3.4267
C: -1.4380 -0.3566 -3.5546
C: -1.5565 0.5533 -4.6081
C: -2.6772 0.5478 -5.4345
C: -3.6920 -0.3766 -5.2254
C: -3.5783 -1.3051 -4.1953
C: -2.4599 -1.2891 -3.3733
H: 3.0304 -5.1859 -3.6046
H: 0.6826 -4.9086 -4.3214
H: -0.5481 -2.8579 -3.7748
H: 2.9089 -1.3568 -1.7311
H: 4.1436 -3.3916 -2.3100
H: -0.5173 2.5514 -2.0366
H: 0.5993 4.6729 -2.6400
H: 2.8182 4.6325 -3.7381
H: 3.9113 2.4760 -4.2354
H: 2.8025 0.3582 -3.6626
H: -0.7757 1.2845 -4.7849
H: -2.7538 1.2616 -6.2455
H: -4.5633 -0.3807 -5.8687
H: -4.3607 -2.0372 -4.0308
H: -2.4017 -2.0024 -2.5636
O: 2.1453 -0.6405 1.9893
C: 2.4974 -0.4135 0.8264
O: 1.7014 -0.2414 -0.1561
C: 3.9657 -0.2859 0.5737
C: 4.8557 -0.7966 1.5136
C: 6.2232 -0.6942 1.3106
C: 6.7127 -0.0640 0.1768
C: 5.8075 0.4494 -0.7272
C: 4.4412 0.3534 -0.5665
N: 6.3336 1.1318 -1.9396
O: 5.5227 1.5001 -2.7598
O: 7.5293 1.2680 -2.0311
H: 4.4617 -1.2685 2.4036
H: 6.9132 -1.1037 2.0357
H: 7.7724 0.0368 -0.0093
H: 3.7675 0.7866 -1.2953

Results
Charge: +1
E_HOMO (spin up / spin down) in eV: -9.55 / -9.67
Multiplicity: 2
LUMO level (spin up / spin down) in Ha: -0.106 / -0.132

=====

Record 4
Formula: C32H29AsN4OSW
Source: OMol25
Level of theory: the ωB97M-V functional and the def2-TZVPD basis

Geometry (Å):
W: -0.4408 0.4621 0.0488
N: -3.9519 -1.3598 -1.3725
C: -3.5145 -2.5334 -0.8030
C: -4.0333 -3.8233 -0.8110
C: -3.3239 -4.7809 -0.1145
C: -2.1726 -4.4595 0.6160
C: -1.6611 -3.1752 0.6484
C: -2.3247 -2.2095 -0.1049
N: -2.0557 -0.8598 -0.2995
C: -3.0756 -0.3907 -1.0620
C: -3.0546 1.0105 -1.3839
C: -3.9629 1.8235 -2.0142
S: -3.4370 3.4427 -2.0357
C: -2.0250 2.9859 -1.2068
N: -1.9280 1.6847 -0.9224
H: -4.8126 -1.2647 -1.8962
H: -4.9502 -4.0736 -1.3192
H: -3.6814 -5.7988 -0.1108
H: -1.6927 -5.2384 1.1881
H: -0.7996 -2.9225 1.2533
H: -4.9085 1.5430 -2.4343
H: -1.2651 3.7044 -0.9365
C: 6.6396 0.3925 -0.9830
C: 6.2271 0.1018 0.3094
C: 4.9128 0.3334 0.6917
C: 4.0291 0.8376 -0.2562
C: 4.4323 1.1911 -1.5332
C: 5.7565 0.9614 -1.8846
As: 2.0687 1.0509 0.3716
C: 1.1135 1.2719 -1.3792
C: 1.0902 2.4479 -2.1618
C: 0.5752 2.4123 -3.4443
C: 0.0871 1.2195 -3.9948
C: 0.1189 0.0412 -3.2745
C: 0.6185 0.0338 -1.9525
C: 0.8835 -1.1663 -1.1215
C: 0.7224 -2.5079 -1.5110
C: 1.1717 -3.5280 -0.6898
C: 1.7488 -3.2477 0.5509
C: 1.8884 -1.9382 0.9858
C: 1.4781 -0.8775 0.1587
H: 7.6577 0.1885 -1.2843
H: 6.9293 -0.3006 1.0250
H: 4.5935 0.1319 1.7127
H: 3.7652 1.6450 -2.2557
H: 6.0918 1.2325 -2.8758
H: 1.5255 3.3653 -1.7733
H: 0.5702 3.3085 -4.0450
H: -0.2776 1.2114 -5.0109
H: -0.1898 -0.8820 -3.7460
H: 0.2927 -2.7564 -2.4702
H: 1.0851 -4.5537 -1.0195
H: 2.0989 -4.0606 1.1723
H: 2.3638 -1.7332 1.9439
C: -1.5155 2.7910 4.8859
N: -1.4272 2.4333 3.4850
C: -1.7537 3.4408 2.4925
C: -1.0520 1.2438 3.0744
C: -0.6210 0.1462 3.9860
O: -0.9991 0.9917 1.7935
H: -2.0346 3.7397 4.9945
H: -0.5177 2.8958 5.3196
H: -2.0791 2.0485 5.4516
H: -1.8553 4.4147 2.9676
H: -2.7007 3.1863 2.0056
H: -0.9543 3.5037 1.7403
H: -0.8641 0.3384 5.0257
H: 0.4653 0.0245 3.9158
H: -1.0887 -0.7921 3.6814

Results
Charge: +4
E_HOMO (spin up / spin down) in eV: -19.15 / -19.15
Multiplicity: 3
LUMO level (spin up / spin down) in Ha: -0.507 / -0.497

=====

Record 5
Formula: C51H39Cl2F2N3O4V
Source: OMol25
Level of theory: the ωB97M-V functional and the def2-TZVPD basis

Geometry (Å):
V: -0.8495 -0.5458 -0.1570
O: 0.4063 -0.4179 1.3662
C: 1.4425 -1.2235 1.7330
C: 1.7541 -2.2523 0.6076
C: 2.1424 -1.5397 -0.6540
C: 3.4187 -1.6918 -1.1795
C: 3.7822 -0.9634 -2.2944
C: 2.8702 -0.0741 -2.8282
C: 1.6137 0.0477 -2.2492
C: 0.6115 1.0439 -2.7485
C: 0.2197 2.0770 -1.6651
O: -0.2817 1.4527 -0.5705
C: 1.3943 2.9703 -1.2410
C: 1.2625 3.6765 -0.0457
C: 2.2310 4.5706 0.3656
C: 3.3731 4.7765 -0.4054
C: 3.5245 4.0708 -1.5851
C: 2.5370 3.1804 -1.9978
C: -0.8215 3.0222 -2.2988
C: -2.0989 3.0875 -1.7692
C: -3.0350 3.9665 -2.2982
C: -2.7131 4.7818 -3.3701
C: -1.4356 4.7155 -3.9148
C: -0.5015 3.8479 -3.3752
N: 1.2479 -0.7061 -1.2043
C: 1.0925 -1.9200 3.0445
C: 1.0564 -3.2929 3.2172
C: 0.6971 -3.8469 4.4453
C: 0.3796 -3.0292 5.5116
C: 0.4174 -1.6455 5.3476
C: 0.7701 -1.1033 4.1295
C: 2.7096 -0.3726 1.9012
C: 3.8592 -0.8636 2.5107
C: 5.0153 -0.1001 2.5488
C: 5.0324 1.1672 1.9734
C: 3.8850 1.6618 1.3725
C: 2.7261 0.8959 1.3407
H: 0.8804 -2.8829 0.4492
H: 2.5871 -2.9004 0.8976
H: 4.1090 -2.3645 -0.6904
H: 4.7681 -1.0719 -2.7266
H: 3.1126 0.5356 -3.6865
H: -0.3291 0.5477 -3.0052
H: 0.9887 1.5132 -3.6595
H: 0.3776 3.4984 0.5507
H: 2.1031 5.1096 1.2956
H: 4.1351 5.4721 -0.0810
H: 4.4094 4.2080 -2.1934
H: 2.6681 2.6512 -2.9316
H: -2.3458 2.4310 -0.9478
H: -4.0302 3.9990 -1.8734
H: -3.4483 5.4611 -3.7809
H: -1.1648 5.3455 -4.7520
H: 0.5008 3.8242 -3.7854
H: 1.2841 -3.9524 2.3929
H: 0.6562 -4.9229 4.5526
H: 0.0919 -3.4600 6.4613
H: 0.1581 -0.9974 6.1745
H: 0.7850 -0.0308 3.9866
H: 3.8503 -1.8470 2.9682
H: 5.9021 -0.4931 3.0302
H: 5.9354 1.7628 1.9998
H: 3.8819 2.6439 0.9155
H: 1.8204 1.2536 0.8675
F: -2.9951 -2.5511 4.5765
C: -2.5729 -2.8206 3.3054
C: -2.1784 -1.7882 2.4911
C: -1.7492 -2.0307 1.1819
C: -1.7485 -3.3711 0.7531
C: -2.1394 -4.3887 1.6244
F: -2.1052 -5.7005 1.2350
C: -2.5657 -4.1503 2.9117
C: -1.3447 -3.5719 -0.6558
C: -1.3812 -4.7786 -1.3652
C: -1.0351 -4.7888 -2.6988
C: -0.6618 -3.6058 -3.3217
C: -0.6334 -2.4608 -2.5558
N: -0.9465 -2.4362 -1.2576
H: -2.1868 -0.7890 2.9115
H: -2.8585 -4.9496 3.5729
H: -1.6972 -5.6774 -0.8688
H: -1.0704 -5.7186 -3.2533
H: -0.4046 -3.5522 -4.3702
H: -0.3712 -1.5063 -2.9914
Cl: -4.7919 1.0164 -3.4692
C: -3.7049 -0.3811 -3.6932
Cl: -2.4336 -0.0067 -4.8878
C: -3.1336 -0.8169 -2.3394
O: -3.6664 -1.8044 -1.8430
O: -2.1793 -0.1303 -1.8947
H: -4.3118 -1.1832 -4.1046
C: -4.0537 2.5964 1.7503
C: -4.5351 1.5538 0.9762
C: -3.6450 0.5910 0.5299
N: -2.3411 0.6461 0.8055
C: -1.8884 1.6171 1.5961
C: -2.7098 2.6216 2.0824
H: -4.7216 3.3740 2.0992
H: -5.5773 1.4730 0.7040
H: -3.9653 -0.2603 -0.0575
H: -0.8306 1.5751 1.8251
H: -2.2874 3.3974 2.7043

Results
Charge: -1
E_HOMO (spin up / spin down) in eV: -4.93 / -5.35
Multiplicity: 3
LUMO level (spin up / spin down) in Ha: 0.092 / 0.092

=====

Record 6
Formula: C4H9NO
Source: OMol25
Level of theory: the ωB97M-V functional and the def2-TZVPD basis

Geometry (Å):
H: -0.1974 -1.5957 0.9883
N: -0.5317 -0.8690 0.4811
C: -1.7780 -0.7490 0.5721
C: -2.4145 0.1721 -0.4419
H: -2.3862 -1.0858 1.3488
H: -2.8009 -0.6370 -1.1466
H: -1.5806 0.7985 -0.8274
H: -3.2811 0.7135 -0.1835
C: 2.1749 1.0956 0.1252
C: 2.0535 -0.3481 -0.4354
O: 2.3526 -1.3443 0.2161
H: 2.7930 1.6525 -0.4561
H: 2.6349 0.9759 1.1959
H: 1.1590 1.5044 0.0470
H: 1.8026 -0.2837 -1.4836

Results
E_HOMO in eV: -9.45
LUMO level in Ha: 0.037

=====

What is the formula in the fourth record? C32H29AsN4OSW